No. 1
Entry from the Open Molecules 2025 dataset: one molecule with the formula C4H8O2 (ωB97M-V/def2-TZVPD).

LUMO level (eV): 1.00
ΔE to the lowest compared entry with this formula, charge and spin (kcal per mole): 35.8
F_max (eV Å⁻¹): 0.5
HOMO level (eV): -9.7
SMILES string: CCOCC=O

Structure (ORCA input):
```
! wB97M-V def2-TZVPD RIJCOSX def2/J DEFGRID3
* xyz 0 1
C 0.41213 0.78237 -2.00587
C -0.20262 0.61088 -0.63209
O -0.06856 -0.74761 -0.25949
C -0.55825 -1.02761 1.02188
C 0.40168 -0.61004 2.12387
O 0.15289 -0.73863 3.29731
H -0.13553 0.19602 -2.74955
H 1.45082 0.43967 -1.99588
H 0.39419 1.83442 -2.30622
H 0.30224 1.26270 0.10000
H -1.26792 0.89450 -0.63936
H -0.68748 -2.11374 1.09050
H -1.53996 -0.56394 1.21078
H 1.37267 -0.19608 1.77428
*
```

No. 2
Entry from the Open Molecules 2025 dataset: C41H64BF13N12NbO3S as an isolated structure (ωB97M-V/def2-TZVPD).

LUMO level (eV): 1.31
F_max (eV Å⁻¹): 1.2
HOMO level (eV): -5.1

Structure (ORCA input):
```
! wB97M-V def2-TZVPD RIJCOSX def2/J DEFGRID3
* xyz -1 1
C 2.22734 -6.46114 -2.37498
C 0.85440 -5.75908 -2.28412
C 0.93897 -4.37616 -2.92223
C -0.26552 -3.44008 -2.67118
C -1.05447 -3.66178 -1.37694
Nb -0.24594 -2.99261 0.64520
S -2.21326 -3.97472 1.84298
C 1.69033 -2.26929 -0.23372
C 2.93420 -3.18058 -0.01619
C 4.11704 -2.45619 0.64543
O 4.30348 -2.93855 1.98226
C -1.38991 -1.01537 0.43217
C -0.72143 0.27108 -0.08906
C -1.43481 0.81833 -1.31337
F -2.69772 1.20753 -0.92711
F -1.60796 -0.07988 -2.30271
C -0.86410 2.13507 -1.91527
F -0.82151 3.05708 -0.92200
F -1.75755 2.59220 -2.81778
C 0.52576 2.10070 -2.65917
F 0.96179 0.84456 -2.85423
F 0.35469 2.65303 -3.87431
C 1.64177 2.90627 -1.94792
F 1.23028 4.19975 -1.98651
F 1.75854 2.56773 -0.65588
C 3.05752 2.87298 -2.60587
F 3.64951 4.03926 -2.26656
F 2.95645 2.85285 -3.93712
C 4.01635 1.72002 -2.13562
F 4.71091 1.29787 -3.19049
F 3.35844 0.70427 -1.63931
F 4.87918 2.17372 -1.24128
C 0.76528 -2.45404 2.62300
B 0.86958 -0.93699 2.85159
O 1.87609 -0.10893 2.31166
O -0.10647 -0.25268 3.60040
H 2.48312 -6.72479 -3.40225
H 2.22868 -7.35002 -1.74213
H 2.99029 -5.79159 -1.96998
H 0.14904 -6.38709 -2.82495
H 0.59238 -5.72138 -1.22859
H 0.97742 -4.53726 -4.00841
H 1.88278 -3.88989 -2.66454
H 0.02609 -2.38992 -2.76757
H -0.95491 -3.60714 -3.51623
H -1.36914 -4.70166 -1.26955
H -1.98786 -3.08984 -1.46976
H 0.50601 -4.64168 0.73804
H -1.74212 -5.12829 2.33771
H 1.60904 -1.93258 -1.27240
H 1.89585 -1.37519 0.36500
H 2.69580 -3.99132 0.66904
H 3.27487 -3.60853 -0.95982
H 5.05245 -2.63445 0.09699
H 3.94775 -1.37893 0.68355
H 4.45714 -2.19190 2.56889
H -1.81017 -0.79888 1.41951
H -2.26260 -1.22047 -0.19759
H 0.35345 0.22406 -0.29382
H -0.86279 1.06674 0.64905
H 1.78490 -2.86094 2.58260
H 0.21262 -2.94058 3.42781
H 1.58623 0.34611 1.51537
H -0.40919 -0.84863 4.29288
C -0.10469 6.46702 -0.63357
C -0.66034 7.70122 -0.09128
N -1.10502 8.65669 0.36244
H -0.10590 5.70641 0.14564
H -0.70760 6.11899 -1.47025
H 0.91651 6.62525 -0.97297
C -1.03152 -7.25866 5.39476
C -0.38112 -7.15114 4.09360
N 0.13494 -7.04761 3.07392
H -0.97248 -8.28396 5.75513
H -0.53944 -6.59946 6.10734
H -2.07756 -6.97050 5.30748
C 6.11656 2.74526 2.01857
C 6.64550 1.73568 2.92961
N 7.05263 0.94100 3.64966
H 5.03567 2.81372 2.13025
H 6.56065 3.71365 2.24260
H 6.34833 2.47015 0.99136
C 6.37374 -1.73523 5.85917
C 5.02415 -1.82624 5.31633
N 3.96884 -1.90149 4.87084
H 7.06571 -1.46039 5.06562
H 6.40289 -0.96702 6.62924
H 6.67769 -2.68643 6.29263
C 4.07127 3.39508 5.38526
C 5.10704 4.41716 5.26425
N 5.92476 5.21630 5.16203
H 3.09004 3.84558 5.25012
H 4.21834 2.62433 4.63042
H 4.11969 2.93472 6.36973
C -4.24505 9.44750 0.68764
C -5.35930 10.38797 0.69188
N -6.25758 11.10369 0.69208
H -4.57903 8.49109 1.08842
H -3.88931 9.29910 -0.32945
H -3.42533 9.82872 1.29136
C -5.48986 -2.59652 -0.96493
C -4.80338 -3.86574 -0.75908
N -4.19727 -4.82477 -0.58910
H -6.54407 -2.69766 -0.71342
H -5.04168 -1.83330 -0.32963
H -5.39707 -2.29069 -2.00552
C -2.60305 -5.09181 -5.53293
C -2.05646 -6.13701 -4.67657
N -1.60817 -6.94849 -4.00005
H -3.64847 -4.92085 -5.28245
H -2.04547 -4.16904 -5.38159
H -2.52884 -5.39239 -6.57653
C -3.83794 -7.98870 -1.32876
C -4.42701 -9.24944 -0.88809
N -4.89049 -10.24197 -0.54170
H -3.74857 -7.98316 -2.41357
H -4.45624 -7.15363 -1.01325
H -2.84668 -7.86652 -0.89642
C -2.98857 4.24457 1.27836
C -4.01552 5.28089 1.28381
N -4.84175 6.07734 1.28201
H -3.39256 3.32160 1.68980
H -2.65690 4.05821 0.25906
H -2.14116 4.56204 1.88381
C -8.10781 8.35720 0.37685
C -8.93548 7.25180 -0.09668
N -9.59268 6.38773 -0.46987
H -7.06096 8.06006 0.37279
H -8.23620 9.22418 -0.26683
H -8.39524 8.62560 1.39113
C 1.61310 5.59078 -5.37502
C 1.43451 7.02699 -5.19152
N 1.29540 8.15697 -5.04689
H 1.21554 5.28623 -6.34110
H 2.67142 5.34109 -5.33047
H 1.08752 5.05008 -4.59015
*
```

No. 3
Entry from the Open Molecules 2025 dataset: one molecule with the formula C3H6O2 (ωB97M-V/def2-TZVPD).

LUMO level (eV): 1.00
ΔE to the lowest compared entry with this formula, charge and spin (kcal per mole): 11.1
F_max (eV Å⁻¹): 0.6
HOMO level (eV): -10.8
SMILES string: CCOC=O

Structure (ORCA input):
```
! wB97M-V def2-TZVPD RIJCOSX def2/J DEFGRID3
* xyz 0 1
C 0.69356 -0.27694 -1.18847
C -0.24713 0.61983 -0.41058
O 0.13601 0.66073 0.97891
C -0.46823 -0.23331 1.77008
O -1.28457 -1.05295 1.43515
H 0.58480 -1.31119 -0.85256
H 0.45885 -0.24577 -2.25639
H 1.73469 0.03343 -1.05956
H -1.27174 0.24862 -0.45211
H -0.22811 1.65505 -0.76370
H -0.10813 -0.09750 2.79924
*
```

No. 4
Entry from the Open Molecules 2025 dataset: one molecule with the formula C6H14Cl2O2Si (ωB97M-V/def2-TZVPD).

LUMO level (eV): 0.77
ΔE to the lowest compared entry with this formula, charge and spin (kcal per mole): 1.9
F_max (eV Å⁻¹): 2.4
HOMO level (eV): -10.6
SMILES string: CCCO[Si](Cl)(Cl)OCCC

Structure (ORCA input):
```
! wB97M-V def2-TZVPD RIJCOSX def2/J DEFGRID3
* xyz 0 1
C -3.03631 -0.06695 -1.79562
C -2.29015 -0.69070 -0.66192
C -1.47113 -1.92240 -1.08399
O -0.68816 -2.45456 -0.04374
Si 0.39372 -1.45659 0.76719
Cl -0.10739 -1.11362 2.75140
Cl 2.13320 -2.55676 0.83245
O 0.66780 -0.04980 -0.07786
C 1.96078 0.54924 -0.18916
C 1.98364 1.94092 0.49468
C 2.17441 1.85892 2.00182
H -3.67808 -0.77906 -2.32314
H -3.67877 0.77438 -1.52004
H -2.30182 0.37378 -2.49060
H -1.65026 0.04251 -0.16536
H -2.93735 -1.01411 0.19173
H -2.08206 -2.73591 -1.52738
H -0.73498 -1.61010 -1.83555
H 2.13862 0.56715 -1.28495
H 2.68819 -0.09701 0.31640
H 2.75791 2.58313 0.08180
H 1.01015 2.44005 0.30136
H 2.36958 2.79595 2.52801
H 3.04490 1.21830 2.26446
H 1.33356 1.40322 2.46801
*
```

No. 5
Entry from the Open Molecules 2025 dataset: a 2-piece molecular cluster, C3H3NO2 overall (ωB97M-V/def2-TZVPD).

LUMO level (spin up / spin down) (eV): -0.39 / 0.29
ΔE to the lowest compared entry with this formula, charge and spin (kcal per mole): 135.7
F_max (eV Å⁻¹): 3.1
HOMO level (spin up / spin down) (eV): -8.2 / -7.7

Structure (ORCA input):
```
! wB97M-V def2-TZVPD RIJCOSX def2/J DEFGRID3
* xyz 0 1
C -0.14430 1.54212 -0.33636
C -1.81075 -0.86284 -0.45574
C 1.50018 -0.29986 0.37825
N 0.70659 0.82821 0.08611
O -0.83676 -1.29572 0.05319
O 2.12899 -0.92662 -0.44571
H -0.17490 2.66887 -0.35609
H -2.84126 -1.13085 -0.44941
H 1.47221 -0.52329 1.52577
*
```

No. 6
Entry from the Open Molecules 2025 dataset: a 2-piece molecular cluster, C2HClO overall (ωB97M-V/def2-TZVPD).

LUMO level (eV): -1.15
ΔE to the lowest compared entry with this formula, charge and spin (kcal per mole): 63.6
F_max (eV Å⁻¹): 2.8
HOMO level (eV): -9.0

Structure (ORCA input):
```
! wB97M-V def2-TZVPD RIJCOSX def2/J DEFGRID3
* xyz 0 1
C -0.88805 1.04202 0.22493
C -2.16714 -0.43008 1.30846
O -1.98898 -0.67237 2.41914
Cl -1.19237 0.96803 -1.39912
H 0.04778 0.51388 0.36165
*
```

No. 7
Entry from the Open Molecules 2025 dataset: a 10-piece molecular cluster, C30H70N9O11PS overall (ωB97M-V/def2-TZVPD).

LUMO level (eV): 0.45
ΔE to the lowest compared entry with this formula, charge and spin (kcal per mole): 4.5
F_max (eV Å⁻¹): 6.2
HOMO level (eV): -8.6
SMILES string: O=C(O)CCPS.CNC(C)=O.CNC(C)=O.CNC(C)=O.CNC(C)=O.CNC(C)=O.CNC(C)=O.CNC(C)=O.CNC(C)=O.CNC(C)=O

Structure (ORCA input):
```
! wB97M-V def2-TZVPD RIJCOSX def2/J DEFGRID3
* xyz 0 1
O 0.24776 0.47642 3.42541
C -0.01184 1.58558 3.46716
O 0.87200 2.48682 3.00091
C -1.31161 2.03285 4.07286
C -1.91949 3.32027 3.45120
P -3.77066 3.18885 3.31489
S -4.14027 1.50762 2.08293
H 0.42089 3.22823 2.57622
H -1.98169 1.20793 3.93257
H -1.22038 2.15534 5.14010
H -1.73348 4.12840 4.14141
H -1.50890 3.55214 2.48262
H -4.20101 2.87366 4.62653
H -4.18023 0.43957 2.90388
C 6.94155 2.50666 2.53113
N 6.09565 3.68389 2.38549
C 4.75266 3.78185 2.53824
C 3.99139 2.52022 2.87723
O 4.18565 4.85793 2.37842
H 7.69402 2.69612 3.29303
H 7.44184 2.31866 1.58047
H 6.36825 1.62971 2.80978
H 6.53412 4.55537 2.13145
H 2.93559 2.76010 2.93572
H 4.12794 1.77420 2.09294
H 4.31980 2.11204 3.83192
C -4.02399 -3.70389 1.97192
N -4.67955 -2.43110 1.72192
C -6.01132 -2.15832 1.70121
C -6.95734 -3.30316 1.96658
O -6.41177 -1.02552 1.47248
H -3.36675 -3.60769 2.83714
H -3.41905 -3.97330 1.10546
H -4.74614 -4.49106 2.15955
H -4.09750 -1.62921 1.53210
H -7.97915 -2.93969 1.91592
H -6.83091 -4.08274 1.21425
H -6.78525 -3.71454 2.96228
C -2.22493 1.91508 -2.34245
N -1.99831 0.95384 -1.27871
C -1.04960 -0.01947 -1.20014
C -0.08100 -0.15098 -2.34881
O -1.00111 -0.75334 -0.22389
H -2.13132 2.92597 -1.94286
H -3.23610 1.78799 -2.73462
H -1.51103 1.78824 -3.14862
H -2.59881 0.97649 -0.47179
H 0.60382 -0.96628 -2.13492
H -0.61505 -0.37684 -3.27359
H 0.49576 0.76697 -2.47185
C 5.58645 4.21764 -2.47400
N 6.18299 3.29411 -1.52173
C 7.26851 2.49182 -1.69161
C 7.97397 2.54894 -3.02637
O 7.64227 1.75320 -0.79066
H 5.59940 5.22116 -2.04549
H 4.54851 3.92863 -2.64865
H 6.12073 4.22321 -3.41795
H 5.75893 3.21105 -0.60938
H 8.81017 1.85664 -3.00924
H 7.29492 2.25798 -3.82990
H 8.35629 3.55289 -3.21457
C -11.52963 -5.42502 3.27271
N -10.43099 -5.72695 2.37221
C -10.20357 -5.23638 1.12951
C -11.19540 -4.24637 0.57189
O -9.21954 -5.59629 0.49766
H -11.13237 -5.01237 4.20112
H -12.06991 -6.34422 3.50348
H -12.21650 -4.71094 2.83286
H -9.72913 -6.38237 2.67986
H -10.87461 -3.95164 -0.42225
H -12.18558 -4.69736 0.49888
H -11.24159 -3.35627 1.20033
C -6.96881 -5.92189 -1.84394
N -6.68749 -6.86762 -0.78158
C -5.70848 -7.80348 -0.72181
C -4.76653 -7.90489 -1.89962
O -5.60143 -8.53206 0.25449
H -6.90239 -4.91092 -1.43916
H -7.98430 -6.09092 -2.20324
H -6.27120 -6.02706 -2.66829
H -7.28492 -6.84897 0.03338
H -4.04505 -8.69211 -1.70400
H -5.31581 -8.15357 -2.80846
H -4.22859 -6.96666 -2.04130
C 6.82208 0.80968 8.79540
N 7.57085 0.90951 7.55591
C 7.21861 1.54433 6.40593
C 5.88392 2.24784 6.38027
O 7.96692 1.53714 5.44192
H 7.40726 1.24391 9.60786
H 6.63758 -0.24150 9.02324
H 5.87270 1.32859 8.72638
H 8.47238 0.46190 7.50606
H 5.75051 2.70632 5.40623
H 5.07229 1.53819 6.54754
H 5.84938 3.03073 7.13886
C 1.25445 3.36427 -6.75762
N 0.73662 3.08510 -5.42739
C 0.93753 3.78686 -4.28704
C 1.79987 5.01860 -4.37970
O 0.43946 3.42154 -3.23170
H 0.41754 3.49225 -7.44832
H 1.85649 2.51947 -7.08090
H 1.86637 4.25782 -6.76708
H 0.15633 2.27099 -5.30137
H 1.87898 5.47139 -3.39571
H 2.80061 4.75322 -4.72374
H 1.35462 5.74698 -5.05801
C 6.96159 -0.11256 -6.77894
N 6.10123 1.05361 -6.88397
C 4.75679 1.12682 -6.71159
C 4.02736 -0.14872 -6.36518
O 4.17381 2.19491 -6.83426
H 7.71186 0.05996 -6.00583
H 7.47216 -0.27125 -7.72986
H 6.39386 -1.00146 -6.52888
H 6.52478 1.93910 -7.11332
H 2.96924 0.06979 -6.25883
H 4.15244 -0.88809 -7.15698
H 4.39409 -0.55505 -5.42207
*
```

No. 8
Entry from the Open Molecules 2025 dataset: C3H4O2 as an isolated structure (ωB97M-V/def2-TZVPD).

LUMO level (eV): 0.77
ΔE to the lowest compared entry with this formula, charge and spin (kcal per mole): 93.9
F_max (eV Å⁻¹): 6.4
HOMO level (eV): -8.8

Structure (ORCA input):
```
! wB97M-V def2-TZVPD RIJCOSX def2/J DEFGRID3
* xyz 0 1
C -1.01646 -0.67079 0.09943
C -1.08754 0.62572 -0.22322
C 0.85510 -0.00537 0.52134
O 0.09145 1.24691 0.07357
O 1.84334 -0.36258 -0.27510
H -1.46161 -1.60024 -0.12224
H -1.75932 1.35309 -0.54801
H 0.92726 0.19307 1.59660
H 1.60776 -0.77981 -1.12236
*
```

No. 9
Entry from the Open Molecules 2025 dataset: an isolated ion of composition C5H12NS and charge -1 (ωB97M-V/def2-TZVPD).

LUMO level (eV): 3.42
ΔE to the lowest compared entry with this formula, charge and spin (kcal per mole): 25.2
F_max (eV Å⁻¹): 3.7
HOMO level (eV): -2.3
SMILES string: CCCNCC[S-]

Structure (ORCA input):
```
! wB97M-V def2-TZVPD RIJCOSX def2/J DEFGRID3
* xyz -1 1
C 2.59037 -2.49334 -0.72789
C 1.68449 -1.24866 -1.01010
C 1.60281 -0.39313 0.32626
N 0.43116 -0.67714 1.12612
C -0.59047 0.35743 1.12354
C -1.11966 0.81619 -0.27732
S -2.50370 1.97733 -0.18137
H 2.63170 -2.95869 -1.71705
H 1.95774 -3.23403 -0.21920
H 3.47681 -2.13988 -0.22550
H 0.64859 -1.34133 -1.31729
H 2.24516 -0.57609 -1.68893
H 1.64074 0.68557 0.13613
H 2.54356 -0.48210 0.92386
H 0.11753 -1.63313 1.03904
H -1.47699 0.05253 1.74841
H -0.21091 1.20919 1.67672
H -1.32098 -0.17005 -0.74685
H -0.26386 1.24832 -0.94041
*
```

No. 10
Entry from the Open Molecules 2025 dataset: a 2-piece molecular cluster, C2H5NO2 overall (ωB97M-V/def2-TZVPD).

LUMO level (eV): 0.79
ΔE to the lowest compared entry with this formula, charge and spin (kcal per mole): 34.3
F_max (eV Å⁻¹): 3.3
HOMO level (eV): -9.6
SMILES string: NC=O.C=O

Structure (ORCA input):
```
! wB97M-V def2-TZVPD RIJCOSX def2/J DEFGRID3
* xyz 0 1
N 1.86993 -1.27990 -0.50667
C 1.45268 -0.03484 -0.14034
O 0.35033 0.28800 0.26726
H 2.78680 -1.40433 -0.86582
H 1.25686 -2.01009 -0.77668
H 2.26433 0.77217 -0.19009
C -2.50742 0.93904 0.56302
O -2.93454 1.42528 -0.49452
H -1.60622 1.28787 1.10727
H -2.93275 0.01680 1.03656
*
```

No. 11
Entry from the Open Molecules 2025 dataset: one molecule with the formula C3H8O (ωB97M-V/def2-TZVPD).

LUMO level (eV): 1.10
ΔE to the lowest compared entry with this formula, charge and spin (kcal per mole): 29.3
F_max (eV Å⁻¹): 4.4
HOMO level (eV): -10.0
SMILES string: CCCO

Structure (ORCA input):
```
! wB97M-V def2-TZVPD RIJCOSX def2/J DEFGRID3
* xyz 0 1
C -1.51449 0.07647 0.18389
C -0.47304 -0.77616 -0.46491
C 0.96717 -0.39876 0.15020
O 1.11317 1.02208 0.04420
H -2.09528 0.61835 -0.54860
H -2.08607 -0.43768 0.82111
H -0.97904 0.96002 0.67438
H -0.53277 -1.93154 -0.44279
H -0.26394 -0.51508 -1.48522
H 1.76309 -0.93294 -0.49141
H 0.90544 -0.64330 1.22476
H 0.50540 1.29632 0.67906
*
```

No. 12
Entry from the Open Molecules 2025 dataset: an isolated ion of composition C3H3N2O2 and charge -1 (ωB97M-V/def2-TZVPD).

LUMO level (eV): 4.27
ΔE to the lowest compared entry with this formula, charge and spin (kcal per mole): 31.3
F_max (eV Å⁻¹): 5.7
HOMO level (eV): -2.5
SMILES string: [H]/N=C(\[O-])NC=C=O

Structure (ORCA input):
```
! wB97M-V def2-TZVPD RIJCOSX def2/J DEFGRID3
* xyz -1 1
H -0.52922 1.54955 -1.65902
N -0.05853 0.79812 -1.05757
C -0.57120 -0.40043 -0.94501
O -1.29592 -1.00347 -1.80343
N -0.22961 -1.06688 0.24050
C 0.52311 -0.29229 1.09028
C 0.60336 1.01818 0.80355
O 1.03588 2.12887 1.02942
H -0.27798 -1.97834 0.37060
H 0.80011 -0.75330 1.93068
*
```